a) The following is a quantum chemistry calculation of a 2-piece molecular cluster, C3H10S2 overall, from OMol25.

XYZ file:
```
15
Properties=species:S:1:pos:R:3
C -1.419 0.388 0.226
S -0.465 1.486 -0.844
C -0.410 2.771 0.423
H -0.874 0.183 1.081
H -2.348 1.015 0.590
H -1.710 -0.604 -0.373
H 0.215 3.508 0.030
H 0.199 2.652 1.280
H -1.303 3.141 0.635
C 1.868 -1.338 0.451
S 0.378 -2.390 0.189
H 1.879 -0.427 -0.261
H 2.852 -1.902 0.429
H 1.752 -1.133 1.593
H 0.497 -2.884 -1.141
```

Its net charge is 0. As for the SMILES: CSC.CS. The HOMO-LUMO gap comes out at 0.34383 Eh.

---

b) The following is a quantum chemistry calculation of a 2-piece molecular cluster, C3H10S2 overall, from OMol25.

XYZ file:
```
15
Properties=species:S:1:pos:R:3
C 1.446 -1.531 0.166
S 3.041 -0.659 0.202
S 2.467 1.216 1.013
H 1.114 -1.819 1.153
H 1.617 -2.303 -0.590
H 0.759 -0.894 -0.385
H 2.037 1.907 -0.032
C -1.654 0.238 0.586
C -1.494 0.728 -0.875
H -0.632 0.112 0.922
H -2.197 -0.698 0.657
H -2.235 1.071 0.979
H -0.694 0.198 -1.400
H -2.407 0.665 -1.468
H -1.167 1.769 -0.930
```

Its net charge is 0. As for the SMILES: CSS.CC. The HOMO-LUMO gap comes out at 0.35518 Eh.

---

Here is how they stack up, most stable first: b), a).

---

a) The following is a quantum chemistry calculation of an isolated ion of composition C10H20NOS and charge +1, from OMol25.

XYZ file:
```
33
Properties=species:S:1:pos:R:3
C -2.901 -1.331 0.483
C -2.694 -0.131 -0.584
C -3.211 1.303 -0.061
C -1.384 -0.064 -1.205
N -0.444 0.026 0.039
C 0.970 -0.083 -0.063
C 1.062 -1.602 -0.615
S 0.329 -2.663 0.340
C 1.519 0.023 1.292
C 3.087 0.126 1.215
C 3.665 0.959 0.090
O 3.080 0.563 -1.133
C 1.739 0.840 -1.093
H -2.275 -1.331 1.345
H -2.911 -2.253 -0.048
H -3.897 -1.209 0.847
H -3.327 -0.424 -1.412
H -2.881 1.587 0.940
H -3.050 1.909 -0.885
H -4.275 1.078 0.147
H -1.189 -1.019 -1.785
H -1.438 0.897 -1.870
H -0.666 -0.891 0.528
H -0.791 0.830 0.602
H 1.554 -2.004 -1.520
H 1.255 -0.887 1.920
H 1.087 0.907 1.796
H 3.387 0.398 2.257
H 3.466 -0.898 1.037
H 3.409 2.047 0.249
H 4.693 0.566 0.032
H 1.406 0.723 -2.088
H 1.625 2.010 -0.796
```

Its net charge is +1. As for the SMILES: CC(C)C[NH2+][C@]1(C=S)CCCOC1. The HOMO-LUMO gap comes out at 0.31783 Eh.

---

b) The following is a quantum chemistry calculation of an isolated ion of composition C10H20NOS and charge +1, from OMol25.

XYZ file:
```
33
Properties=species:S:1:pos:R:3
C 0.795 -0.823 1.463
C -2.340 -1.714 -0.383
C -3.350 -0.693 0.143
C -1.001 0.180 0.021
C 1.772 -0.332 0.446
C 0.051 1.224 -0.286
C 2.078 -1.574 -0.408
C 3.100 0.270 1.059
C 0.023 2.261 0.891
C -0.441 1.888 -1.727
N -1.264 -0.848 -0.973
O 1.240 0.572 -0.559
S -2.401 0.611 0.955
H 0.468 -0.150 2.200
H 1.026 -1.786 1.897
H -2.105 -2.421 0.385
H -2.877 -1.996 -1.246
H -4.083 -0.173 -0.643
H -4.067 -1.176 0.901
H 2.802 -2.228 0.065
H 2.697 -1.341 -1.365
H 1.252 -2.314 -0.376
H 2.802 0.810 2.040
H 3.458 0.875 0.313
H 3.775 -0.596 1.249
H -0.604 3.128 0.653
H 1.119 2.425 0.933
H -0.407 1.636 1.680
H 0.074 2.842 -1.992
H -1.545 1.984 -1.869
H -0.152 1.159 -2.600
H -0.297 -1.264 -1.066
H -1.600 -0.434 -1.801
```

Its net charge is +1. The HOMO-LUMO gap (spin up / spin down) comes out at 0.28824 / 0.29727 Eh.

---

Here is how they stack up, most stable first: a), b).

---

a) The following is a quantum chemistry calculation of C2H6N2O2 in the gas phase, from OMol25.

XYZ file:
```
12
Properties=species:S:1:pos:R:3
C -0.247 -0.518 -1.595
C -0.254 0.589 -0.555
O -0.672 1.701 -0.797
N -0.128 0.090 0.726
N 0.391 1.165 1.518
O 0.479 -1.170 0.926
H 0.756 -0.933 -1.668
H -0.581 -0.119 -2.547
H -0.929 -1.324 -1.332
H -0.023 1.118 2.445
H 1.405 1.164 1.592
H -0.197 -1.763 1.287
```

Its net charge is 0. As for the SMILES: CC(=O)N(N)O. The HOMO-LUMO gap comes out at 0.37407 Eh.

---

b) The following is a quantum chemistry calculation of C2H6N2O2 in the gas phase, from OMol25.

XYZ file:
```
12
Properties=species:S:1:pos:R:3
C -2.145 -0.618 -0.877
O -0.555 -0.719 -0.750
N 0.360 0.248 0.181
O -0.251 1.033 0.942
C 1.685 0.345 0.104
N 2.334 1.167 0.936
H -2.585 0.222 -0.363
H -2.083 -0.548 -2.040
H -2.501 -1.586 -0.575
H 2.288 -0.397 -0.419
H 3.113 0.762 1.297
H 1.611 1.730 1.513
```

Its net charge is 0. As for the SMILES: CO/[N+]([O-])=C/N. The HOMO-LUMO gap comes out at 0.32674 Eh.

---

Here is how they stack up, most stable first: a), b).

---

a) The following is a quantum chemistry calculation of C2H6N2O2 in the gas phase, from OMol25.

XYZ file:
```
12
Properties=species:S:1:pos:R:3
C -2.499 -0.179 0.033
O -1.071 -0.474 -0.170
N -0.379 0.670 0.036
C 0.911 0.737 -0.124
N 1.677 -0.476 -0.162
O 3.122 -0.190 0.140
H -2.802 0.757 -0.564
H -2.966 -1.113 -0.281
H -2.402 0.003 1.154
H 1.434 1.759 0.070
H 1.291 -1.225 0.611
H 3.685 -0.268 -0.743
```

Its net charge is 0. As for the SMILES: CO/N=C\NO. The HOMO-LUMO gap comes out at 0.35257 Eh.

---

b) The following is a quantum chemistry calculation of C2H6N2O2 in the gas phase, from OMol25.

XYZ file:
```
12
Properties=species:S:1:pos:R:3
C -0.702 1.685 0.451
N -0.264 0.556 -0.220
N 0.230 -0.333 0.450
O 0.426 -0.375 1.667
C 0.702 -1.497 -0.404
O -0.108 -1.546 -1.523
H 0.279 2.236 0.762
H -1.315 2.247 -0.320
H -1.231 1.297 1.349
H 1.717 -1.268 -0.852
H 0.664 -2.438 0.219
H -0.399 -0.564 -1.582
```

Its net charge is 0. As for the SMILES: C/N=[N+](\[O-])CO. The HOMO-LUMO gap comes out at 0.40355 Eh.

---

Here is how they stack up, most stable first: b), a).